Molecular formula: C31H50ClOsPS
Method: DFT, ωB97M-V/def2-TZVPD

Charge: 0
Spin multiplicity: 5
Highest occupied orbital energy (spin up / spin down) (eV): -6.68 / -7.28

Last column: Mulliken charge in e.
Element x y z (Å)
1 Os 0.68 -0.09 -0.02  0.21
2 P 0.16 0.64 -2.11  -0.61
3 Cl 1.17 2.28 0.28  -0.47
4 C -3.03 -0.82 -0.22  -1.28
5 H -3.07 -0.34 -1.23  0.37
6 H -3.01 -0.14 0.64  0.27
7 C 2.02 0.88 -2.55  -0.44
8 C -0.77 2.30 -2.38  0.22
9 C 2.54 0.89 -4.00  -0.60
10 H 2.22 1.89 -2.13  0.91
11 C 4.05 1.21 -4.02  -0.90
12 H 2.40 -0.11 -4.46  0.23
13 H 1.99 1.63 -4.61  0.12
14 C 4.86 0.34 -3.06  -0.70
15 H 4.43 1.11 -5.04  0.40
16 H 4.17 2.27 -3.75  0.40
17 C 4.26 0.28 -1.66  -1.01
18 H 4.92 -0.67 -3.48  0.29
19 H 5.89 0.73 -3.00  0.44
20 C 2.80 -0.14 -1.73  0.16
21 H 4.82 -0.41 -1.04  0.42
22 H 4.34 1.25 -1.15  0.35
23 H 2.69 -1.16 -2.12  0.30
24 H 2.38 -0.17 -0.66  -0.14
25 C -0.47 -0.52 -3.46  0.97
26 C -2.27 2.19 -2.68  -0.08
27 H -0.65 2.74 -1.38  0.87
28 C -2.94 3.57 -2.75  -0.90
29 H -2.46 1.66 -3.62  0.08
30 H -2.73 1.58 -1.89  -0.08
31 C -2.24 4.55 -3.70  -0.70
32 H -3.98 3.46 -3.05  0.42
33 H -2.95 4.01 -1.75  0.35
34 C -0.72 4.61 -3.50  -1.08
35 H -2.44 4.25 -4.73  0.32
36 H -2.65 5.56 -3.57  0.38
37 C -0.06 3.23 -3.39  -0.44
38 H -0.25 5.15 -4.32  0.40
39 H -0.50 5.17 -2.58  0.38
40 H -0.07 2.77 -4.39  0.09
41 H 1.00 3.34 -3.11  0.29
42 C 0.28 -1.85 -3.61  -0.74
43 H -1.49 -0.75 -3.07  0.45
44 C -0.53 -2.79 -4.51  -0.81
45 H 1.28 -1.68 -4.04  0.26
46 H 0.46 -2.34 -2.64  0.26
47 C -0.80 -2.17 -5.88  -0.81
48 H -0.01 -3.75 -4.61  0.41
49 H -1.49 -2.99 -4.02  0.33
50 C -1.38 -0.76 -5.78  -1.06
51 H 0.15 -2.13 -6.44  0.34
52 H -1.48 -2.81 -6.45  0.44
53 C -0.59 0.14 -4.83  -0.44
54 H -1.44 -0.30 -6.77  0.42
55 H -2.41 -0.83 -5.40  0.37
56 H 0.41 0.32 -5.24  0.10
57 H -1.08 1.11 -4.77  0.00
58 C -0.37 -1.77 -0.07  0.70
59 C -2.47 -2.05 -0.09  0.90
60 H -0.26 -2.21 -1.07  -0.19
61 C -2.87 -2.90 1.07  -1.45
62 H -2.46 -2.66 -1.02  0.21
63 C -1.99 -2.68 2.28  0.24
64 H -3.88 -2.67 1.29  0.44
65 H -2.86 -3.94 0.83  0.47
66 C -0.64 -3.37 2.02  -1.21
67 H -1.80 -1.61 2.57  -0.28
68 H -2.34 -3.09 3.22  0.38
69 C 0.25 -2.74 0.95  -1.00
70 H -0.06 -3.53 2.95  0.42
71 H -0.83 -4.39 1.66  0.46
72 H 1.09 -2.18 1.46  0.19
73 H 0.81 -3.53 0.45  0.39
74 S 1.22 -0.11 2.13  -0.64
75 C -0.11 0.23 3.16  0.56
76 C -0.18 -0.54 4.34  -0.38
77 C -1.19 -0.28 5.25  -0.48
78 C -2.12 0.74 4.99  -0.50
79 C -2.00 1.52 3.83  -0.55
80 C -0.96 1.31 2.95  -0.23
81 H 0.58 -1.30 4.51  0.37
82 H -1.25 -0.87 6.17  0.37
83 H -2.94 0.92 5.70  0.36
84 H -2.72 2.31 3.63  0.39
85 H -0.73 1.96 2.10  0.35



Molecular formula: C31H50ClPTeY
Method: DFT, ωB97M-V/def2-TZVPD

Charge: -1
Spin multiplicity: 1
Energy above the lowest of the compared OMol25 structures with the same formula, charge and spin (kcal per mole): 108.0
Highest occupied orbital energy (spin up / spin down) (eV): -0.90 / -1.29

Last column: Mulliken charge in e.
Element x y z (Å)
1 Y -3.98 -0.47 1.89  -0.08
2 P 0.06 0.60 -0.74  1.08
3 Cl -3.71 -1.15 -0.49  -0.31
4 C 0.65 -0.96 0.08  -0.45
5 H -0.24 -1.39 0.58  -0.95
6 H 0.89 -1.64 -0.75  0.62
7 C -1.41 1.45 0.02  0.40
8 C -0.60 0.02 -2.37  -0.39
9 C -1.39 2.97 -0.19  -0.59
10 H -2.24 1.05 -0.59  0.79
11 C -2.64 3.66 0.37  -1.13
12 H -0.50 3.41 0.29  -0.11
13 H -1.31 3.22 -1.26  0.19
14 C -2.90 3.29 1.83  -0.91
15 H -2.53 4.74 0.26  0.41
16 H -3.50 3.37 -0.25  0.47
17 C -3.03 1.76 1.94  -0.32
18 H -2.10 3.63 2.49  0.37
19 H -3.84 3.75 2.18  0.56
20 C -1.76 1.02 1.48  0.21
21 H -3.30 1.47 2.98  0.13
22 H -3.89 1.53 1.20  0.24
23 H -0.93 1.23 2.16  -0.16
24 H -1.87 -0.13 1.48  -0.45
25 C 1.54 1.69 -0.95  -0.37
26 C 0.49 -0.57 -3.28  -0.68
27 H -1.29 -0.79 -2.06  0.75
28 C -0.11 -1.22 -4.53  -0.91
29 H 1.19 0.23 -3.58  0.15
30 H 1.09 -1.31 -2.74  0.35
31 C -1.07 -0.30 -5.29  -0.65
32 H 0.70 -1.54 -5.19  0.43
33 H -0.66 -2.12 -4.22  0.38
34 C -2.10 0.39 -4.38  -0.99
35 H -0.49 0.47 -5.81  0.31
36 H -1.60 -0.87 -6.06  0.36
37 C -1.46 1.04 -3.14  -0.25
38 H -2.65 1.15 -4.94  0.41
39 H -2.83 -0.36 -4.03  0.37
40 H -0.84 1.90 -3.45  0.22
41 H -2.27 1.45 -2.52  0.09
42 C 1.97 2.41 0.35  0.07
43 H 2.35 0.96 -1.19  1.06
44 C 3.33 3.08 0.18  -1.01
45 H 1.23 3.18 0.61  0.31
46 H 2.01 1.72 1.20  -0.43
47 C 3.37 4.03 -1.02  -0.76
48 H 3.58 3.63 1.10  0.40
49 H 4.09 2.30 0.05  0.41
50 C 2.84 3.38 -2.31  -0.93
51 H 2.78 4.93 -0.79  0.34
52 H 4.40 4.37 -1.19  0.43
53 C 1.48 2.69 -2.11  -0.39
54 H 2.75 4.14 -3.10  0.40
55 H 3.56 2.63 -2.65  0.37
56 H 0.70 3.45 -1.90  0.18
57 H 1.19 2.20 -3.05  0.11
58 C 1.29 -0.36 2.45  -0.01
59 C 1.77 -0.89 1.03  1.04
60 H 0.93 0.67 2.50  -0.19
61 C 2.49 -2.25 1.18  -1.91
62 H 2.53 -0.18 0.69  0.33
63 C 1.80 -3.14 2.21  0.91
64 H 2.53 -2.77 0.22  0.52
65 H 3.52 -2.06 1.50  0.34
66 C 1.94 -2.55 3.61  -1.06
67 H 0.73 -3.23 1.98  -1.04
68 H 2.21 -4.16 2.18  0.48
69 C 1.30 -1.14 3.67  -0.99
70 H 1.48 -3.21 4.35  0.37
71 H 3.00 -2.47 3.86  0.46
72 H 0.25 -1.24 4.03  -0.26
73 H 1.82 -0.56 4.45  0.35
74 Te -2.50 -1.85 3.82  -0.16
75 C -1.63 -3.54 2.80  0.15
76 C -1.64 -3.71 1.40  -0.21
77 C -1.00 -4.84 0.85  -0.37
78 C -0.40 -5.79 1.68  -0.55
79 C -0.42 -5.62 3.07  -0.38
80 C -1.05 -4.50 3.64  -0.48
81 H -2.17 -2.99 0.77  0.11
82 H -0.99 -4.98 -0.23  0.36
83 H 0.09 -6.67 1.25  0.34
84 H 0.03 -6.37 3.72  0.33
85 H -1.10 -4.36 4.72  0.38



Molecular formula: C31H51CrN15O20
Method: DFT, ωB97M-V/def2-TZVPD

Charge: 0
Spin multiplicity: 5
Highest occupied orbital energy (spin up / spin down) (eV): -8.10 / -8.10

Last column: Mulliken charge in e.
Element x y z (Å)
1 Cr -2.01 1.87 -1.03  0.25
2 N 0.17 0.66 0.19  0.74
3 O -0.65 1.58 0.57  -0.40
4 O 0.97 0.17 1.00  -0.50
5 O 0.20 0.26 -1.00  -0.34
6 N -4.38 2.98 -1.47  0.75
7 O -3.45 2.39 -2.25  -0.44
8 O -4.11 3.10 -0.23  -0.49
9 O -5.41 3.39 -1.99  -0.65
10 C 2.55 0.66 -4.75  -0.38
11 N 2.21 1.75 -5.71  0.98
12 O 1.13 1.64 -6.31  -0.55
13 O 2.96 2.70 -5.83  -0.56
14 H 2.63 1.06 -3.76  -0.18
15 H 3.48 0.22 -5.07  0.41
16 H 1.71 0.00 -4.62  0.22
17 C -3.43 -2.36 -0.47  -1.09
18 N -3.10 -0.92 -0.93  1.74
19 O -3.25 -0.71 -2.11  -0.48
20 O -2.73 -0.02 -0.17  -0.16
21 H -4.03 -2.77 -1.27  0.28
22 H -4.01 -2.25 0.42  0.41
23 H -2.49 -2.89 -0.40  0.19
24 C 2.91 -1.30 6.10  -0.61
25 N 3.06 -2.53 5.26  0.80
26 O 2.71 -3.63 5.73  -0.52
27 O 3.50 -2.41 4.13  -0.41
28 H 2.07 -1.44 6.80  0.31
29 H 2.71 -0.48 5.39  0.12
30 H 3.80 -1.13 6.69  0.28
31 C -1.69 1.39 -5.47  -1.17
32 N -1.21 0.78 -4.20  0.94
33 O -0.93 -0.38 -4.10  -0.51
34 O -1.07 1.54 -3.25  -0.09
35 H -1.12 0.81 -6.21  0.48
36 H -1.76 2.47 -5.50  0.27
37 H -2.67 0.97 -5.61  0.31
38 C 0.12 1.67 3.73  -0.28
39 N 1.28 2.56 4.19  0.94
40 O 1.21 2.98 5.31  -0.62
41 O 2.14 2.78 3.34  -0.59
42 H -0.39 2.24 2.96  -0.10
43 H -0.61 1.54 4.50  0.36
44 H 0.56 0.78 3.32  0.14
45 C -4.13 5.08 2.64  -0.76
46 N -3.62 3.76 3.20  0.94
47 O -2.46 3.65 3.53  -0.52
48 O -4.44 2.86 3.17  -0.53
49 H -3.38 5.64 2.04  0.25
50 H -4.23 5.63 3.56  0.37
51 H -5.07 4.91 2.13  0.25
52 C 5.74 -0.62 2.90  -0.98
53 N 4.32 -0.36 2.44  1.11
54 O 3.67 0.48 2.98  -0.52
55 O 3.95 -0.94 1.44  -0.51
56 H 5.79 -1.72 3.09  0.28
57 H 5.83 -0.03 3.77  0.34
58 H 6.46 -0.30 2.13  0.30
59 N 3.48 2.68 0.57  0.38
60 C 4.05 3.90 0.29  -0.54
61 C 4.44 3.79 -1.06  -0.84
62 C 4.11 2.44 -1.52  -0.51
63 C 3.58 1.81 -0.43  -0.36
64 H 2.89 2.55 1.33  0.09
65 H 4.18 4.70 0.98  0.48
66 H 4.98 4.54 -1.64  0.41
67 H 4.32 1.92 -2.43  0.67
68 H 3.26 0.80 -0.28  0.20
69 N -6.56 0.33 -1.82  0.08
70 C -6.54 0.22 -0.45  -0.52
71 C -6.59 -1.14 -0.17  -0.71
72 C -6.64 -1.81 -1.45  -0.52
73 C -6.60 -0.88 -2.45  -0.46
74 H -6.47 1.20 -2.27  0.21
75 H -6.48 1.13 0.18  0.47
76 H -6.74 -1.56 0.80  0.57
77 H -6.65 -2.88 -1.74  0.47
78 H -6.64 -1.00 -3.52  0.41
79 N -0.58 -4.12 1.73  0.28
80 C -1.86 -4.54 2.01  -0.76
81 C -2.59 -3.47 2.30  -0.87
82 C -1.74 -2.32 2.18  -0.35
83 C -0.53 -2.77 1.82  -0.63
84 H 0.12 -4.77 1.53  0.29
85 H -2.20 -5.54 2.28  0.35
86 H -3.63 -3.60 2.69  0.39
87 H -1.95 -1.27 2.33  0.64
88 H 0.36 -2.17 1.57  0.75
89 N 1.17 3.87 -0.97  0.11
90 C 0.33 3.69 -2.01  -0.98
91 C -0.95 4.11 -1.62  -0.67
92 C -0.85 4.61 -0.28  -0.97
93 C 0.41 4.40 0.08  -0.41
94 H 2.16 3.66 -0.85  0.80
95 H 0.68 3.40 -2.97  0.54
96 H -1.71 4.54 -2.23  0.73
97 H -1.66 4.90 0.30  0.60
98 H 0.87 4.41 1.03  0.47
99 N 2.03 -1.73 -1.70  1.80
100 C 0.96 -2.28 -2.38  -0.38
101 C 1.38 -3.24 -3.24  -1.15
102 C 2.83 -3.17 -3.20  -0.62
103 C 3.16 -2.17 -2.35  -0.96
104 H 1.91 -0.96 -1.01  -0.68
105 H -0.04 -1.97 -2.11  0.45
106 H 0.79 -3.85 -3.83  0.63
107 H 3.49 -3.87 -3.65  0.51
108 H 4.11 -2.03 -1.82  0.34
109 N 2.41 -4.55 -0.10  0.23
110 C 2.78 -4.61 1.22  -0.70
111 C 2.42 -5.81 1.76  -0.34
112 C 1.81 -6.54 0.72  -0.61
113 C 1.84 -5.77 -0.41  -0.43
114 H 2.44 -3.70 -0.61  0.42
115 H 3.17 -3.70 1.76  0.26
116 H 2.58 -6.11 2.82  0.34
117 H 1.40 -7.58 0.65  0.35
118 H 1.30 -5.90 -1.33  0.40



| no. | largest force on an atom (eV/Å) | E (a.u.) |
| --- | --- | --- |
| 1 | 3.41 | -2501.44794 |
| 2 | 3.91 | -2318.99580 |
| 3 | 3.36 | -4581.54669 |